[1]
This record from the Open Molecules 2025 dataset describes C4HN3S2 in the gas phase at a distorted geometry. The level of theory is wB97M-V/def2-TZVPD.

Geometry as XYZ:
```
10
Properties=species:S:1:pos:R:3
C -0.49 -2.43 -0.18
C 0.96 1.26 -1.60
C -1.24 -1.28 -0.17
C 1.76 1.11 -0.48
N 0.12 -3.38 0.13
N 0.37 1.17 -2.60
N -0.36 1.02 1.29
S -1.66 0.14 0.39
S 1.26 0.97 1.05
H -0.73 1.43 2.15
```

## Properties
energy relative to the best compared isomer or geometry (same formula, charge and spin) = 2.75 kcal per mole
F_max = 3.21 eV Å⁻¹

Charges in e, computed with Mulliken, in the same order as the atoms: 0.6021, 0.4434, -0.2448, -0.3086, -0.3295, -0.3537, -0.2855, 0.0485, 0.1389, 0.2892

=====

[2]
This record from the Open Molecules 2025 dataset describes C4HNO2 in the gas phase at a distorted geometry. The level of theory is wB97M-V/def2-TZVPD.

Geometry as XYZ:
```
8
Properties=species:S:1:pos:R:3
C 0.41 -0.85 0.70
C -0.53 -0.20 1.56
C -0.89 1.24 -0.26
C 0.08 0.53 -1.16
N 0.61 -0.43 -0.51
O -1.00 0.78 0.86
O 0.41 0.66 -2.26
H 0.91 -1.72 1.07
```

## Properties
energy relative to the best compared isomer or geometry (same formula, charge and spin) = 138.88 kcal per mole
F_max = 6.57 eV Å⁻¹

Charges in e, computed with Mulliken, in the same order as the atoms: -0.0200, -0.0248, 0.0302, 0.5344, -0.3669, -0.0429, -0.5243, 0.4142

=====

[3]
This record from the Open Molecules 2025 dataset describes C4HNO3 in the gas phase at a distorted geometry. The level of theory is wB97M-V/def2-TZVPD.

Geometry as XYZ:
```
9
Properties=species:S:1:pos:R:3
C -0.45 -0.52 -0.30
C -0.72 -1.38 -1.19
C 0.96 0.38 -0.26
C -0.76 0.21 0.90
N 0.58 0.92 0.98
O 1.89 0.37 -0.97
O -1.71 0.24 1.62
O -0.71 -2.10 -2.08
H 0.93 1.88 1.30
```

## Properties
energy relative to the best compared isomer or geometry (same formula, charge and spin) = 16.27 kcal per mole
SMILES = O=C=C1C(=O)NC1=O
F_max = 4.99 eV Å⁻¹

Charges in e, computed with Mulliken, in the same order as the atoms: -0.0339, 0.6653, 0.4264, 0.1174, -0.1819, -0.4553, -0.4876, -0.3532, 0.3027

=====

[4]
This record from the Open Molecules 2025 dataset describes a molecular structure, C4HO4 at a distorted geometry. The level of theory is wB97M-V/def2-TZVPD.

Geometry as XYZ:
```
9
Properties=species:S:1:pos:R:3
C 1.09 0.51 0.36
C -0.10 0.00 0.02
C 0.66 -0.80 -0.99
C -1.56 0.25 0.54
O -1.59 1.08 1.45
O 0.53 -1.61 -1.85
O -2.45 -0.40 -0.01
O 1.89 -0.22 -0.57
H 1.53 1.20 1.05
```

## Properties
energy relative to the best compared isomer or geometry (same formula, charge and spin) = 9.55 kcal per mole
total charge = -1
F_max = 1.21 eV Å⁻¹

Charges in e, computed with Mulliken, in the same order as the atoms: -0.0366, 0.0696, 0.4579, 0.4416, -0.7041, -0.5324, -0.6914, -0.4077, 0.4032